# 1
# C3H10NS2

An isolated ion of composition C3H10NS2 and charge +1 (ωB97M-V/def2-TZVPD, OMol25).

Structure (XYZ):
```
16
Properties=species:S:1:pos:R:3:forces:R:3:nbo_charge:R:1
C 1.14412 -1.44242 0.53546 -0.8 -2.1 2.3 -0.673
C 0.56913 -0.49097 -0.46191 0.0 1.4 0.3 -0.072
N -0.85398 -0.78094 -0.97257 0.9 -1.0 1.6 -0.683
C 0.40575 0.81591 0.28437 1.3 2.1 0.7 -0.589
S -0.07592 2.32975 -0.68927 -0.4 -0.6 0.9 0.124
S -2.01926 2.65640 -0.09971 -0.7 -0.4 -0.8 -0.136
H 1.15692 -2.50906 0.30006 0.2 0.1 -0.7 0.248
H 2.13365 -1.18747 0.90722 0.3 0.4 -0.8 0.276
H 0.62811 -1.48494 1.53822 -0.3 0.5 -1.0 0.234
H 1.22402 -0.44159 -1.32760 -0.2 0.3 -0.2 0.242
H -0.82572 -1.58905 -1.59230 -0.5 0.0 0.0 0.448
H -1.36718 -0.98812 -0.09314 -0.2 -0.1 -0.9 0.445
H -1.28199 0.04017 -1.40733 0.2 0.1 -0.2 0.459
H -0.17193 0.70275 1.22290 -0.3 0.0 -0.8 0.252
H 1.35994 1.19646 0.72082 -0.2 -0.8 -0.6 0.274
H -2.02565 3.17314 1.13478 0.7 0.2 0.2 0.151
```
Forces are in eV/Å.

SMILES string: C[C@@H]([NH3+])CSS
Charge: +1
LUMO level, eV: -3.48
Kohn-Sham gap, eV: 9.60
Relative energy (zero: lowest compared OMol25 entry of this formula, charge and spin), eV: 0.6895
E_HOMO, hartree: -0.481


# 2
# C4H7N2

An isolated ion of composition C4H7N2 and charge +1 (ωB97M-V/def2-TZVPD, OMol25).

Structure (XYZ):
```
13
Properties=species:S:1:pos:R:3:forces:R:3:nbo_charge:R:1
C 1.96643 -0.01969 -0.00120 -0.5 0.7 0.0 0.092
N 1.32336 -1.11360 -0.00191 -2.4 0.5 0.0 -0.072
N -0.09577 -0.18564 0.00618 3.7 -1.4 0.0 -0.136
C 0.85612 0.96690 0.01031 0.2 0.9 0.0 -0.254
C -1.28490 -0.44485 -0.74476 -0.7 -0.2 -0.6 -0.217
C -1.29504 -0.45843 0.73903 -0.8 -0.1 0.6 -0.217
H 3.03802 0.09410 -0.01453 0.2 -0.2 0.0 0.262
H 0.76991 1.58829 0.90636 0.0 -0.1 -0.1 0.259
H 0.77860 1.59543 -0.88046 -0.1 -0.1 0.1 0.258
H -1.31013 -1.38894 -1.27473 0.1 0.0 0.1 0.263
H -1.68903 0.40014 -1.28864 0.0 0.0 0.1 0.249
H -1.72523 0.37429 1.28620 0.1 0.0 -0.1 0.249
H -1.33235 -1.40800 1.25814 0.2 0.0 -0.1 0.264
```
Forces are in eV/Å.

SMILES string: C1=N[N+]2(C1)CC2
Charge: +1
LUMO level, eV: -4.18
Kohn-Sham gap, eV: 12.06
Relative energy (zero: lowest compared OMol25 entry of this formula, charge and spin), eV: 4.6111
E_HOMO, hartree: -0.597


# 3
# C4H9Cl2

A 2-piece molecular cluster, C4H9Cl2 overall (ωB97M-V/def2-TZVPD, OMol25).

Structure (XYZ):
```
15
Properties=species:S:1:pos:R:3:forces:R:3:nbo_charge:R:1
Cl 0.99440 2.35464 -1.38246 -1.7 1.1 0.7 0.002
Cl -0.79246 2.72320 -0.31937 1.8 -0.3 -1.1 0.009
C 1.20223 -0.03932 0.79964 0.7 0.2 0.9 -0.686
C -0.06247 -0.33171 0.10987 0.5 0.4 0.0 0.110
C 0.00340 -0.75141 -1.29656 -0.6 -0.3 -0.6 -0.676
C -1.31929 -0.33077 0.86766 0.3 -0.3 0.0 -0.665
H 1.09046 0.13029 1.88319 -0.2 0.0 -0.3 0.210
H 1.90492 -0.86653 0.71107 0.2 -0.4 -0.1 0.209
H 1.76193 0.81644 0.40005 -0.2 -0.1 0.1 0.218
H -1.02385 -0.99671 -1.63190 0.6 0.1 -0.2 0.208
H 0.42836 0.03821 -1.95217 -0.3 -0.7 0.2 0.218
H 0.62515 -1.65768 -1.40637 -0.1 0.2 -0.1 0.208
H -2.12365 -0.60803 0.18990 -0.4 0.3 0.3 0.212
H -1.21980 -1.10087 1.63300 -0.4 -0.2 0.4 0.212
H -1.46933 0.62026 1.39445 -0.3 -0.1 -0.1 0.211
```
Forces are in eV/Å.

Charge: 0
LUMO level (alpha / beta), eV: -1.89 / -1.87
2S+1: 2
Kohn-Sham gap (alpha / beta), eV: 4.78 / 9.15
Relative energy (zero: lowest compared OMol25 entry of this formula, charge and spin), eV: 1.5289
E_HOMO (alpha / beta), hartree: -0.245 / -0.405


# 4
# C20H28N4O6S

One molecule with the formula C20H28N4O6S (ωB97M-V/def2-TZVPD, OMol25).

Structure (XYZ):
```
59
Properties=species:S:1:pos:R:3:forces:R:3:nbo_charge:R:1
C 1.99309 3.72950 -2.45188 0.1 -0.1 0.4 -0.638
C 1.81581 3.71721 -0.93614 -0.3 0.2 -0.3 -0.061
O 2.74925 2.88236 -0.28349 0.2 -0.3 0.1 -0.479
C 2.62300 1.53071 -0.36150 0.3 0.0 0.1 0.290
C 1.52156 0.85951 -0.86847 -0.1 0.0 0.0 -0.307
C 1.48743 -0.53095 -0.84107 0.5 0.1 0.4 -0.129
C 0.33294 -1.31587 -1.34389 -0.1 0.1 -0.3 0.675
O 0.03380 -2.41103 -0.89342 0.1 -0.2 0.1 -0.653
N -0.34682 -0.75904 -2.37519 0.0 0.1 -0.2 -0.596
C -1.54493 -1.36169 -2.92371 0.0 0.0 0.2 -0.271
C -2.76779 -0.80816 -2.27614 -0.2 0.0 0.0 0.300
N -3.35817 0.30259 -2.62018 1.0 -0.2 -0.9 -0.285
N -4.39457 0.50930 -1.79472 -0.8 0.1 0.7 -0.334
C -4.41832 -0.48728 -0.94735 0.0 0.0 -0.1 0.163
S -5.56584 -0.71213 0.33952 -0.1 -0.1 0.2 0.277
C -6.55202 0.77788 0.01182 0.2 -0.2 -0.1 -0.621
C -7.62776 0.95499 1.05565 0.0 0.1 -0.3 0.789
O -8.51027 1.76557 0.97920 0.0 0.0 0.0 -0.580
O -7.46819 0.10871 2.07145 0.2 -0.2 0.1 -0.507
C -8.42235 0.18805 3.12189 -0.3 0.2 0.2 -0.261
N -3.40080 -1.36040 -1.19486 -0.3 0.8 -0.3 -0.355
C -3.09749 -2.56942 -0.48181 0.1 -0.6 0.2 -0.435
C 2.55215 -1.24158 -0.30605 -0.1 -0.1 -0.1 -0.286
C 3.67942 -0.59033 0.17748 0.0 0.2 0.0 0.322
O 4.77021 -1.24992 0.66558 -0.1 0.4 -0.1 -0.528
C 4.72003 -2.65756 0.80261 0.1 -0.4 0.1 -0.063
C 6.01857 -3.09588 1.46233 -0.3 0.2 -0.2 -0.619
C 3.72169 0.81416 0.16165 -0.1 0.2 0.0 0.212
O 4.76458 1.59120 0.56240 -0.3 -0.3 -0.4 -0.486
C 5.55286 1.22240 1.68153 0.3 -0.1 0.6 -0.059
C 4.72808 1.06568 2.95365 0.1 0.1 -0.4 -0.641
H 3.00117 4.05151 -2.69916 0.1 0.0 -0.1 0.218
H 1.84027 2.73752 -2.87017 0.0 -0.1 -0.1 0.207
H 1.28033 4.41637 -2.89988 -0.1 0.1 -0.1 0.217
H 2.02256 4.71222 -0.53289 -0.1 -0.1 0.0 0.197
H 0.78737 3.44641 -0.66419 0.1 0.0 0.0 0.168
H 0.66840 1.41385 -1.22551 -0.1 0.1 0.0 0.215
H -0.12409 0.17362 -2.67997 0.1 -0.1 0.0 0.405
H -1.47857 -2.43871 -2.75182 0.0 0.1 -0.2 0.239
H -1.58711 -1.15284 -3.99439 0.0 -0.1 0.1 0.235
H -6.99664 0.70001 -0.98073 0.0 0.1 0.1 0.264
H -5.88178 1.63893 0.01310 -0.2 0.0 0.0 0.270
H -8.44869 1.19933 3.53197 0.0 -0.1 0.0 0.198
H -9.41580 -0.06728 2.74865 0.1 0.0 0.0 0.195
H -8.10130 -0.52551 3.87583 0.0 0.0 0.0 0.199
H -2.01725 -2.72640 -0.46516 -0.2 0.0 0.0 0.266
H -3.46991 -2.47665 0.53763 0.1 0.0 0.0 0.220
H -3.58368 -3.42320 -0.95888 0.0 0.0 0.1 0.205
H 2.47964 -2.31631 -0.30008 0.0 -0.1 0.0 0.240
H 4.61834 -3.12934 -0.18385 -0.1 0.1 0.1 0.175
H 3.86109 -2.94703 1.42251 0.0 0.1 -0.1 0.177
H 6.02498 -4.17544 1.58088 0.0 -0.1 0.0 0.216
H 6.86525 -2.79981 0.84888 0.1 0.0 0.0 0.215
H 6.11732 -2.62939 2.43898 0.0 0.0 0.1 0.212
H 6.25116 2.05757 1.78544 -0.1 -0.1 0.0 0.185
H 6.11736 0.30751 1.47844 0.0 0.2 0.0 0.189
H 4.13476 1.96092 3.12518 0.0 0.1 0.1 0.214
H 4.05673 0.21435 2.87042 -0.1 -0.1 0.1 0.209
H 5.38893 0.90924 3.80188 0.1 0.0 0.1 0.215
```
Forces are in eV/Å.

SMILES string: CCOc1cc(C(=O)NCc2nnc(SCC(=O)OC)n2C)cc(OCC)c1OCC
Charge: 0
LUMO level, eV: 0.66
Kohn-Sham gap, eV: 8.85
Relative energy (zero: lowest compared OMol25 entry of this formula, charge and spin), eV: 2.4471
E_HOMO, hartree: -0.301


# 5
# C31H49N2O5PS

A 3-piece molecular cluster, C31H49N2O5PS overall (ωB97M-V/def2-TZVPD, OMol25).

Structure (XYZ):
```
89
Properties=species:S:1:pos:R:3:forces:R:3:mulliken_spin:R:1
O 1.41539 -0.55581 6.18739 1.9 0.6 -5.0 0.000
C 1.73336 -0.60411 4.98295 -1.5 -1.3 1.9 0.000
O 2.69269 0.21117 4.27321 -1.3 -2.1 -0.6 0.000
C 2.78914 -0.27423 2.91589 1.4 1.0 -2.5 0.000
O 3.56876 0.26165 2.07368 -3.9 -2.7 4.2 0.000
C 1.73172 -1.50898 2.72202 -0.8 1.7 2.6 0.000
P 1.41322 -2.53274 1.16534 1.4 -2.2 0.5 0.000
S 2.05202 -4.37700 1.50727 -0.3 0.7 0.1 0.000
C 1.07665 -1.67763 3.96805 1.6 0.5 -1.5 0.000
C -0.07682 -2.65824 4.45438 -0.7 1.3 0.5 0.000
C -1.33360 -2.65512 3.41474 0.4 0.8 0.1 0.000
C -2.62060 -1.86899 4.01414 -0.6 -0.7 -0.6 0.000
C -3.96654 -2.15386 3.18818 -3.7 0.0 -2.0 -0.001
C -4.93530 -0.96021 2.85768 -1.1 -2.5 -1.1 0.001
C -6.27864 -1.13953 2.09383 2.3 -4.0 0.7 0.000
C -6.68251 -2.59320 1.65252 2.9 0.5 1.6 0.001
C -5.75313 -3.82821 1.93843 0.5 4.6 1.1 0.000
C -4.43275 -3.55072 2.69713 -1.2 1.6 -0.3 0.000
H 2.13782 -2.08296 0.00949 -0.6 0.7 0.8 0.000
H 0.03966 -2.67507 0.79513 0.5 1.1 0.2 0.000
H 0.27680 -3.71279 4.71975 -0.1 1.6 -0.7 0.000
H -0.49143 -2.20981 5.43818 1.0 -0.7 -1.5 0.000
H -1.57887 -3.73560 3.12667 0.3 1.7 0.2 0.000
H -0.98341 -2.02188 2.52171 -0.8 -1.4 1.0 0.000
H -2.77309 -2.22345 5.08885 0.1 0.6 -1.3 0.000
H -2.46671 -0.72613 3.99351 -0.1 -1.9 0.2 0.000
H -4.67468 0.11304 3.17181 -0.2 -1.9 -0.5 0.000
H -6.98720 -0.28367 1.83073 1.4 -1.4 0.6 -0.001
H -7.67932 -2.74967 1.10789 1.7 0.3 0.9 0.000
H -6.08845 -4.86547 1.58986 0.8 1.7 0.7 0.000
H -3.74355 -4.44636 2.92344 -1.3 1.5 -0.4 0.000
C -7.59327 3.18304 -1.48648 0.0 0.2 -0.3 0.013
C -6.34348 2.59485 -0.78931 -1.8 1.0 0.5 0.029
C -5.32175 3.72202 -0.53237 0.3 -0.1 -0.2 0.018
C -4.62116 4.18882 -1.80305 0.0 0.0 0.0 -0.018
C -3.97845 3.01000 -2.52512 0.0 0.1 0.4 0.018
C -4.95456 1.84367 -2.79586 0.1 0.0 -2.2 0.024
N -5.77473 1.47478 -1.60113 3.4 -0.7 2.6 0.313
O -4.98474 0.73436 -0.77534 -1.8 0.8 -1.5 0.620
C -5.88934 2.20463 -3.97545 -0.2 0.3 -0.1 0.016
C -4.12620 0.65072 -3.34636 0.0 -0.2 0.7 -0.008
C -6.89422 2.11295 0.57837 0.5 -0.5 0.0 -0.028
H -8.13382 3.85434 -0.81139 0.2 -0.2 0.1 0.000
H -7.36698 3.78856 -2.36176 0.0 -0.1 0.0 0.001
H -8.28961 2.39403 -1.78359 0.1 0.0 0.0 -0.009
H -4.56096 3.38171 0.18044 -0.1 -0.2 -0.1 0.003
H -5.81629 4.57844 -0.06094 -0.2 -0.2 0.0 0.001
H -5.32215 4.70728 -2.46313 0.0 0.0 0.0 0.000
H -3.84906 4.92066 -1.54437 -0.1 0.0 0.0 0.002
H -3.54396 3.36205 -3.46752 -0.2 -0.3 0.0 0.000
H -3.13786 2.65380 -1.91752 -0.1 -0.1 0.0 0.003
H -6.70344 1.47994 -4.06940 0.1 0.1 0.1 -0.010
H -5.34447 2.19742 -4.92484 0.1 -0.1 0.2 0.001
H -6.31993 3.20206 -3.90435 -0.1 -0.1 0.1 0.001
H -3.32756 0.34496 -2.66574 -0.3 0.0 0.1 0.000
H -3.63644 0.91903 -4.28713 -0.3 0.2 0.1 0.000
H -4.76373 -0.21681 -3.54177 0.0 0.1 0.1 0.000
H -7.61332 1.29714 0.44710 0.1 0.1 -0.1 0.003
H -7.41133 2.92316 1.10046 0.1 0.1 -0.3 0.000
H -6.10705 1.76895 1.25480 0.0 -0.1 -0.3 0.003
C 9.24074 0.78496 -1.37208 -0.1 0.3 0.2 0.011
C 8.46915 -0.34974 -2.08699 1.6 1.3 -0.4 0.029
C 7.41904 0.26311 -3.03658 -0.4 -0.1 0.1 0.020
C 6.22670 0.85898 -2.29756 0.0 0.0 0.0 -0.018
C 5.59986 -0.17470 -1.36875 0.1 0.0 -0.4 0.021
C 6.61011 -0.83287 -0.40304 -0.8 0.8 1.9 0.021
N 7.86533 -1.27999 -1.08297 -2.0 -2.5 -2.9 0.295
O 7.58854 -2.44798 -1.72571 0.9 1.8 1.5 0.622
C 6.95816 0.14758 0.74237 0.1 0.4 0.0 0.024
C 5.88034 -1.98357 0.33174 0.3 -0.6 -0.6 -0.011
C 9.56368 -1.03624 -2.94604 -0.4 -0.7 0.1 -0.005
H 9.85348 1.34603 -2.08511 -0.1 -0.3 -0.1 0.001
H 8.59915 1.53041 -0.90653 0.0 -0.1 0.1 0.001
H 9.91554 0.38621 -0.60968 -0.1 0.0 0.0 -0.008
H 7.05191 -0.50166 -3.73150 0.1 -0.1 0.2 0.004
H 7.87999 1.03945 -3.65722 0.2 -0.2 0.2 0.000
H 6.52494 1.74863 -1.73588 0.0 0.0 0.0 0.001
H 5.47948 1.19439 -3.02430 0.1 0.0 0.1 0.002
H 4.79183 0.29946 -0.79994 0.2 -0.2 0.2 0.002
H 5.12434 -0.94610 -1.98685 0.2 -0.1 0.1 0.002
H 7.80168 -0.22053 1.33398 0.0 0.0 -0.2 -0.013
H 6.11372 0.26355 1.42903 0.0 -0.2 -0.2 0.002
H 7.18753 1.15657 0.40346 0.1 -0.1 0.0 0.001
H 5.45916 -2.71873 -0.35918 0.3 0.0 0.0 0.001
H 5.03752 -1.60093 0.91519 0.3 0.3 -0.1 0.001
H 6.55138 -2.50387 1.02181 0.0 0.0 -0.1 -0.003
H 10.32503 -1.50359 -2.31244 -0.2 0.0 0.0 0.000
H 10.07168 -0.30893 -3.58590 -0.2 0.2 0.2 0.000
H 9.15919 -1.80091 -3.61448 -0.1 0.0 0.3 0.000
```
Forces are in eV/Å.

Charge: 0
LUMO level (alpha / beta), eV: -1.70 / -1.70
2S+1: 3
Kohn-Sham gap (alpha / beta), eV: 6.99 / 6.99
E_HOMO (alpha / beta), hartree: -0.319 / -0.319


no.,energy (hartree)
1,-971.1692
2,-265.7390
3,-1078.0778
4,-1847.5556
5,-2435.4938